#P
The following is a quantum chemistry calculation of 3 unconnected molecules or ions with the total composition C3H12O2S2, from the Open Molecules 2025 dataset.

Calculated values
**Orbital gap**: 0.3496 Eh
**LUMO energy**: 0.2 eV
**E_HOMO**: -0.344 Eh
**SMILES**: CCCSS.O.O

Last column: Mulliken charge in e.
Positions of all 19 atoms, in Å:
C (-0.70007, -0.15864, 2.52137)  -1.20
C (-0.04871, 0.07572, 1.17491)  -0.15
C (-0.47932, -1.00320, 0.19042)  -0.79
S (0.05674, -0.67035, -1.51997)  -0.05
S (-1.71702, -0.58829, -2.54618)  -0.17
H (-1.76558, -0.37444, 2.39411)  0.33
H (-0.62904, 0.63788, 3.25573)  0.32
H (-0.35082, -1.10361, 2.97198)  0.30
H (-0.35613, 1.02992, 0.71701)  0.27
H (1.02577, 0.04849, 1.23444)  0.29
H (-0.10366, -2.00015, 0.45680)  0.37
H (-1.56080, -1.08598, 0.15267)  0.39
H (-2.15443, 0.66693, -2.35212)  0.05
O (-2.38986, 3.60426, -3.24910)  -0.62
H (-3.32868, 3.77311, -3.37429)  0.32
H (-2.37178, 2.67258, -3.01863)  0.32
O (5.99746, -1.95626, 0.41189)  -0.63
H (5.19740, -2.49840, 0.36663)  0.32
H (5.67852, -1.06957, 0.21233)  0.32

#Q
The following is a quantum chemistry calculation of 3 unconnected molecules or ions with the total composition C3H12O2S2, from the Open Molecules 2025 dataset.

Calculated values
**Orbital gap**: 0.3342 Eh
**LUMO energy**: 0.3 eV
**E_HOMO**: -0.324 Eh
**SMILES**: CCSSC.O.O

Last column: Mulliken charge in e.
Positions of all 19 atoms, in Å:
C (-0.37008, 1.26150, -1.68849)  -1.07
C (0.95802, 2.05287, -1.15305)  -0.32
S (1.55621, 0.96601, 0.32397)  -0.16
S (0.80489, 2.13694, 2.00838)  -0.09
C (-0.76082, 1.29698, 2.27253)  -0.72
H (-1.14032, 2.00406, -1.65342)  0.33
H (-0.13792, 0.59602, -2.55677)  0.33
H (-0.58919, 0.43153, -0.93596)  0.34
H (0.43134, 3.03389, -0.83145)  0.27
H (1.85538, 2.13888, -1.86979)  0.32
H (-1.54878, 1.48282, 1.59818)  0.27
H (-0.85301, 1.67392, 3.29847)  0.29
H (-0.57014, 0.20157, 2.31929)  0.26
O (0.30367, -1.75239, -1.01278)  -0.55
H (0.99415, -2.38430, -1.26114)  0.28
H (0.68202, -0.92658, -1.19333)  0.23
O (-0.09466, -4.81235, 0.68255)  -0.64
H (-0.91038, -5.42365, 0.85128)  0.33
H (-0.61037, -3.97770, 0.80152)  0.31

Last place for stability: #Q

#P
The following is a quantum chemistry calculation of a single C4H5N3S molecule, from the Open Molecules 2025 dataset.

Calculated values
**Orbital gap**: 0.2999 Eh
**LUMO energy**: 0.0 eV
**E_HOMO**: -0.300 Eh
**SMILES**: C=Nn1ccc(=S)[nH]1

Last column: Mulliken charge in e.
Positions of all 13 atoms, in Å:
C (-0.13085, 2.36455, -0.66056)  -0.27
N (-0.78610, 1.29353, -0.91714)  -0.64
N (-0.61803, 0.18096, -0.14466)  0.57
C (-0.70666, -1.04822, -0.75298)  -0.28
C (0.06746, -1.95767, -0.10354)  -0.55
C (0.73365, -1.24550, 0.97760)  0.22
S (1.62155, -1.80097, 2.23277)  -0.36
N (0.42781, 0.07751, 0.79545)  -0.37
H (0.65346, 2.44152, 0.10129)  0.29
H (-0.34321, 3.20782, -1.29535)  0.27
H (-1.38414, -1.14125, -1.57768)  0.44
H (0.18642, -3.01024, -0.29332)  0.39
H (0.27863, 0.63795, 1.63811)  0.30

#Q
The following is a quantum chemistry calculation of a single C4H5N3S molecule, from the Open Molecules 2025 dataset.

Calculated values
**Orbital gap**: 0.3230 Eh
**LUMO energy**: 0.7 eV
**E_HOMO**: -0.296 Eh
**SMILES**: Nc1cc(=S)[nH]cn1

Last column: Mulliken charge in e.
Positions of all 13 atoms, in Å:
N (-2.20961, 0.09596, 0.65170)  -0.47
C (-0.90950, 0.05052, 0.21210)  0.83
C (0.10982, 0.66310, 0.82642)  -0.58
C (1.43162, 0.52679, 0.35059)  -0.07
S (2.78614, 1.05948, 1.08253)  -0.39
N (1.51217, -0.25209, -0.75646)  -0.07
C (0.44393, -0.75968, -1.40655)  -0.04
N (-0.77302, -0.70657, -0.96223)  -0.58
H (-2.84896, -0.71244, 0.35991)  0.27
H (-2.39209, 0.39692, 1.56714)  0.23
H (-0.12174, 1.29754, 1.66436)  0.32
H (2.39579, -0.41022, -1.19069)  0.21
H (0.57545, -1.24931, -2.39882)  0.34

#R
The following is a quantum chemistry calculation of a single C4H5N3S molecule, from the Open Molecules 2025 dataset.

Calculated values
**Orbital gap (spin up / spin down)**: 0.1884 / 0.1813 Eh
**LUMO energy (spin up / spin down)**: -1.9 / -2.1 eV
**E_HOMO (spin up / spin down)**: -0.260 / -0.259 Eh

Last column: Mulliken charge in e.
Positions of all 13 atoms, in Å:
C (1.72978, 1.01032, 0.03787)  -0.17
C (-0.08935, -0.17994, -0.30498)  0.15
C (0.02370, 0.20962, 1.06894)  0.60
C (-1.21355, -0.86568, -0.93867)  -0.63
N (1.19023, 0.96594, 1.20186)  -0.59
N (1.00179, 0.34166, -0.92053)  -0.05
N (-0.82975, -0.11839, 1.97086)  -0.51
S (-2.23847, -1.80283, 0.20613)  -0.28
H (2.64793, 1.51333, -0.20287)  0.39
H (-1.89778, -0.11320, -1.34953)  0.27
H (-0.89128, -1.51555, -1.75355)  0.33
H (1.22537, 0.26468, -1.89879)  0.20
H (-0.65862, 0.29003, 2.88326)  0.28

Last place for stability: #R